1.
{
  "formula": "C3H11NO3S",
  "method": "wB97M-V/def2-TZVPD",
  "species": ["O", "C", "H", "S", "H", "H", "H", "H", "O", "H", "H", "H", "N", "C", "H", "H", "O", "H", "C"],
  "positions_angstrom": [[-0.77984, -1.30658, 6.97532], [-0.30528, 0.61763, -1.59670], [1.39148, 2.01571, -2.51349], [-2.09025, 0.02925, -1.58475], [0.16746, 0.52574, -0.52630], [0.47210, -1.45230, -2.16634], [0.13507, -0.42917, -3.49357], [-0.36341, -0.54641, 6.54675], [-1.38254, 0.05447, 4.26521], [3.12529, 1.82615, -2.34044], [-0.58455, 1.74618, -1.92061], [-1.35727, -0.38107, 5.12740], [2.27568, 1.41578, -2.35082], [2.10092, -0.00463, -2.39108], [-1.69578, -0.91670, 7.36991], [-2.21696, -0.17485, 4.04938], [3.07530, -0.68496, -2.17684], [-2.75202, 1.18750, -2.22493], [0.51928, -0.32679, -2.44647]],
  "molar_mass_g_mol": 141.19,
  "orbital_gap_ev": 9.78,
  "spin_multiplicity": 1,
  "charge": 0,
  "de_lowest_ev": 2.480
}



2.
{
  "formula": "C32H28N7O4SSr",
  "method": "wB97M-V/def2-TZVPD",
  "species": ["C", "C", "Sr", "C", "H", "H", "C", "C", "H", "C", "C", "H", "H", "O", "H", "C", "C", "S", "H", "C", "H", "N", "H", "H", "H", "C", "H", "C", "H", "H", "C", "C", "N", "H", "O", "C", "H", "N", "H", "H", "O", "H", "C", "C", "N", "C", "C", "N", "H", "C", "H", "H", "C", "H", "H", "C", "C", "C", "C", "C", "C", "N", "N", "H", "C", "O", "C", "C", "C", "H", "H", "H", "C"],
  "positions_angstrom": [[-0.97139, -0.58450, -2.50450], [1.45614, -1.53440, -0.48047], [-0.05851, 0.26851, 1.61976], [-0.59324, -0.73050, -3.81463], [4.61049, 2.22377, 5.51834], [-1.44690, 2.12591, -0.26228], [2.29054, 0.45239, 3.86015], [3.34842, 0.67456, 4.71174], [-4.50713, -1.34986, -1.36899], [-1.86309, -1.65188, 3.39363], [-1.42562, 4.28244, -0.23440], [2.98701, -4.12039, -4.05815], [0.93786, 2.26195, -4.09163], [-3.85969, -0.61407, 0.38721], [2.91243, 0.25126, -1.76754], [3.60730, -0.84083, -3.48963], [2.97381, -3.16048, -3.55390], [1.55058, 1.35100, -6.65482], [-5.17707, -3.76487, 3.33250], [2.27246, -1.77894, -1.71466], [3.81328, -0.15023, 5.23023], [-0.70779, 0.47862, -1.71351], [0.61874, 6.05751, 1.80853], [-1.41149, -3.75469, 0.86336], [-2.16931, 4.37942, -1.01143], [-3.59250, -3.03429, 2.15193], [4.11502, -2.16772, -5.08747], [3.16396, 3.01733, 4.18949], [0.19787, 2.35880, -1.80602], [-1.09227, 6.38604, 0.06520], [-1.37786, -2.67926, 1.05032], [-2.93505, -0.68471, 1.32848], [0.48705, -1.09363, -6.41508], [-2.32422, -1.33157, 5.42366], [1.70970, -0.50640, 0.21704], [2.95147, -0.70390, -2.27143], [-3.82621, -3.68329, 1.31755], [-0.47015, -1.93525, 0.57017], [0.60504, -1.87928, -5.78376], [1.73764, -3.84045, -1.92972], [-0.68776, -1.15861, 3.42951], [-1.52270, -1.39446, -2.03446], [0.69643, 0.14605, -5.77831], [0.47465, 3.89741, 1.69302], [1.68090, 1.44816, 3.19297], [-1.03137, 3.02635, 0.17898], [-0.04208, 1.46682, -2.37527], [-0.09294, 2.84936, 1.12869], [-0.89490, -1.64068, -4.31847], [3.62351, -2.06980, -4.12698], [3.49525, 4.04164, 4.29452], [1.89464, -0.54545, 3.70361], [2.28511, -3.01355, -2.36041], [-3.38294, -2.43088, -0.52727], [1.84676, 4.64439, 2.95897], [-4.32082, -3.09977, 3.29089], [0.39039, 1.42968, -3.66869], [-0.81914, 5.38018, 0.36210], [-3.93781, -2.39584, 4.46106], [0.13933, 5.21130, 1.33538], [2.08533, 2.69379, 3.34115], [0.48097, -2.42888, -0.29709], [1.46356, 3.75816, 2.68717], [-5.06826, -2.26985, 0.06673], [3.77799, 1.99221, 4.86407], [-2.45459, 0.37187, 1.70399], [-4.23074, -1.76130, -0.40212], [-2.45216, -2.06411, 1.98440], [-2.70639, -1.75187, 4.50056], [-4.55680, -2.45210, 5.34689], [1.09435, -1.17098, -7.21704], [4.06519, 0.01848, -3.96262], [0.16971, 0.27815, -4.48116]],
  "molar_mass_g_mol": 694.31,
  "orbital_gap_ev": [5.38, 3.93],
  "spin_multiplicity": 1,
  "charge": -1,
  "de_lowest_ev": 2.359
}